[1]
# C16H23CaClN2O4S

A molecular structure, C16H23CaClN2O4S at a distorted geometry (ωB97M-V/def2-TZVPD, the Open Molecules 2025 dataset).

Structure (XYZ):
```
48
Properties=species:S:1:pos:R:3:forces:R:3
Ca 0.000 0.000 0.000 -0.899 0.604 0.398
C 1.659 2.141 -4.369 -0.073 0.049 -0.056
C 2.222 2.397 -2.977 -0.044 0.067 -0.138
C 3.497 1.601 -2.705 -0.234 -0.051 0.485
N 3.257 0.162 -2.652 0.043 -0.281 0.543
C 2.928 -0.582 -1.555 0.055 -0.797 -1.734
S 2.724 0.000 0.000 0.701 0.508 0.569
N 2.734 -1.939 -1.751 -0.180 0.809 0.919
C 2.795 -2.810 -2.836 1.878 0.754 -2.470
O 2.014 -3.755 -2.915 -1.533 -1.002 0.442
C 3.795 -2.593 -3.908 -1.364 0.247 1.923
C 5.091 -2.148 -3.620 1.236 0.665 -0.576
C 6.007 -1.960 -4.657 -0.477 -0.101 0.536
C 5.637 -2.233 -5.974 0.568 0.165 -0.410
C 4.354 -2.702 -6.260 -0.694 -0.237 0.665
C 3.434 -2.888 -5.228 0.478 -0.365 -1.489
H 0.780 2.769 -4.541 0.059 -0.138 -0.020
H 1.354 1.097 -4.491 0.003 0.081 -0.038
H 2.399 2.376 -5.140 -0.027 -0.047 -0.037
H 1.454 2.162 -2.231 0.215 0.096 0.153
H 2.447 3.466 -2.884 0.010 -0.082 0.117
H 3.953 1.934 -1.767 -0.143 -0.224 -0.039
H 4.229 1.770 -3.502 -0.045 -0.024 -0.001
H 3.137 -0.270 -3.558 0.144 -0.428 0.117
H 2.209 -2.349 -0.987 0.307 -0.020 0.091
H 5.397 -1.949 -2.596 -0.144 -0.029 -0.107
H 7.012 -1.610 -4.437 -0.097 -0.060 0.002
H 6.354 -2.092 -6.780 -0.066 -0.002 0.091
H 4.074 -2.930 -7.286 -0.004 0.057 0.104
H 2.439 -3.267 -5.453 0.167 0.090 0.205
C -3.573 -1.750 -0.912 -0.282 -0.911 -0.027
O -2.952 -1.294 0.262 -1.093 -0.573 -0.131
C -2.480 0.000 0.000 1.051 1.092 -0.116
C -3.010 0.972 1.038 0.168 -0.205 -0.272
H -3.956 -2.775 -0.729 0.148 0.293 0.046
H -2.846 -1.818 -1.753 -0.439 0.324 0.260
H -4.449 -1.116 -1.178 0.599 -0.224 -0.100
H -4.120 0.978 1.017 0.181 0.070 0.219
H -2.636 1.991 0.808 -0.182 -0.520 0.177
H -2.659 0.674 2.047 -0.299 0.220 -0.171
Cl 1.935 2.939 2.597 0.282 0.161 0.038
C 0.274 2.348 2.325 -0.419 0.159 1.157
C 0.045 1.009 3.029 -0.433 1.004 2.202
O -0.136 1.070 4.280 0.287 -0.730 -1.848
O 0.000 0.000 2.265 0.165 -0.448 0.020
H 0.127 2.254 1.245 0.262 0.242 0.095
H -0.423 3.100 2.706 0.215 -0.075 0.185
H 0.000 2.106 0.000 -0.052 -0.182 -1.978
```
Positions in Å, forces in eV/Å.

Results
Charge: -2
Spin multiplicity: 1
Frontier orbital gap (alpha / beta), eV: 4.28 / 4.90
HOMO level (alpha / beta), eV: 0.35 / -0.30

---

[2]
# C16H23DyIN8S

A molecular structure, C16H23DyIN8S at a distorted geometry (ωB97M-V/def2-TZVPD, the Open Molecules 2025 dataset).

Structure (XYZ):
```
50
Properties=species:S:1:pos:R:3:forces:R:3
Dy -0.430 -0.118 0.237 -0.865 -0.655 0.056
N 1.095 3.761 -1.953 0.415 0.058 0.127
C 0.883 2.641 -1.287 -2.268 0.380 -0.268
S -0.810 2.072 -1.291 0.987 0.430 0.107
N 1.896 2.036 -0.726 1.616 -0.887 -0.070
N 1.700 0.939 0.014 -0.063 0.621 0.406
C 2.728 0.431 0.633 -0.100 0.416 -0.257
C 2.508 -0.584 1.648 -0.136 -0.658 0.585
C 3.568 -1.189 2.329 -0.262 0.352 -0.485
C 3.296 -2.059 3.373 -0.385 -0.077 0.182
C 1.976 -2.255 3.762 0.501 0.110 -0.072
C 0.974 -1.628 3.039 -0.217 0.270 -0.346
N 1.211 -0.845 1.979 0.466 0.010 0.217
H 0.333 4.287 -2.355 0.031 -0.044 0.101
H 2.023 4.165 -1.972 0.053 -0.050 -0.110
H 3.722 0.847 0.482 -0.042 0.036 0.017
H 4.588 -0.973 2.046 0.079 0.052 -0.036
H 4.102 -2.553 3.892 0.078 -0.019 0.079
H 1.731 -2.866 4.617 -0.044 -0.078 0.024
H -0.068 -1.744 3.325 0.130 -0.097 -0.082
I 0.253 -6.207 0.880 -0.385 0.505 0.137
C -0.871 -4.461 1.148 0.193 -0.409 -0.105
C -2.051 -4.273 1.861 0.721 -0.250 -0.316
N -2.390 -2.987 1.724 -0.069 0.130 0.062
N -1.517 -2.304 0.963 0.364 0.054 -0.192
C -0.581 -3.207 0.606 -0.689 -0.080 0.372
H -2.620 -4.971 2.443 -0.210 -0.080 0.119
H -3.201 -2.541 2.137 0.213 0.049 -0.126
H 0.261 -2.952 -0.033 -0.072 0.028 0.109
C -3.176 -2.826 -3.422 0.038 -0.877 0.424
C -2.424 -2.499 -2.112 0.033 -0.083 0.171
N -2.002 -1.088 -2.077 0.008 0.112 -0.067
C -1.167 -0.814 -3.263 0.144 0.140 -0.008
C -1.935 -1.106 -4.573 0.871 0.277 -0.334
N -3.288 -1.585 -4.218 -0.314 -0.125 -0.549
C -4.019 -0.555 -3.445 -0.545 0.646 0.413
C -3.219 -0.254 -2.159 0.086 0.122 0.219
H -4.176 -3.211 -3.216 0.039 0.117 -0.141
H -2.637 -3.576 -4.005 -0.123 0.175 -0.082
H -1.542 -3.136 -2.019 -0.116 0.041 0.001
H -3.073 -2.689 -1.254 0.155 0.009 -0.077
H -0.269 -1.435 -3.207 -0.077 0.066 -0.029
H -0.864 0.240 -3.235 -0.042 -0.321 -0.023
H -1.436 -1.873 -5.171 -0.194 0.062 0.079
H -2.020 -0.207 -5.185 -0.169 -0.099 0.016
H -3.808 -1.781 -5.079 0.076 0.002 0.125
H -5.017 -0.935 -3.218 0.130 -0.029 -0.116
H -4.129 0.343 -4.057 0.041 -0.195 -0.077
H -3.831 -0.454 -1.275 0.018 0.024 -0.109
H -2.925 0.799 -2.136 -0.099 -0.178 -0.069
```
Positions in Å, forces in eV/Å.

Results
Charge: +3
Spin multiplicity: 6
Energy above the lowest of the compared OMol25 structures with the same formula, charge and spin, kcal per mole: 10.01
Frontier orbital gap (alpha / beta), eV: 4.54 / 7.21
HOMO level (alpha / beta), eV: -16.49 / -16.49

---

[3]
# C16H23F16N2O7S2

A molecular structure, C16H23F16N2O7S2 (ωB97M-V/def2-TZVPD, the Open Molecules 2025 dataset).

Structure (XYZ):
```
66
Properties=species:S:1:pos:R:3:forces:R:3
C 1.313 -2.018 -0.296 0.053 -0.063 -0.176
C 0.400 -2.530 -1.423 -0.113 0.200 0.088
C -0.974 -1.846 -1.439 0.114 0.119 0.235
O -1.996 -2.816 -1.503 0.111 -0.261 -0.388
C -3.175 -2.323 -2.069 0.193 0.181 0.070
S -4.454 -3.578 -1.984 0.155 -0.108 0.016
O -5.591 -2.922 -2.610 -0.033 0.017 0.043
O -3.924 -4.738 -2.658 -0.137 0.089 0.131
N -4.686 -3.935 -0.462 -0.290 0.357 0.061
S -5.162 -2.857 0.621 0.101 -0.577 -0.041
O -4.200 -1.776 0.770 0.053 0.177 0.020
O -5.498 -3.594 1.821 0.118 0.156 -0.094
C -6.718 -2.116 0.100 -0.169 0.047 -0.257
C -6.681 -0.770 -0.637 -0.124 -0.242 0.062
N -6.097 0.352 0.080 -0.128 0.336 -0.300
H 1.902 -2.831 0.131 0.028 0.049 0.020
H 0.720 -1.566 0.499 0.059 -0.105 0.082
H 2.013 -1.259 -0.648 -0.056 0.031 0.011
H 0.878 -2.374 -2.392 0.059 -0.149 0.023
H 0.229 -3.601 -1.318 -0.084 0.025 0.036
H -1.108 -1.264 -0.519 -0.044 0.079 -0.067
H -1.053 -1.150 -2.283 -0.028 -0.027 -0.035
H -3.516 -1.425 -1.544 -0.172 -0.090 0.008
H -3.056 -2.098 -3.137 -0.003 -0.054 0.024
H -7.195 -2.868 -0.531 -0.005 0.027 0.047
H -7.299 -2.024 1.020 0.107 -0.023 0.073
H -7.724 -0.518 -0.859 0.033 -0.058 -0.033
H -6.193 -0.903 -1.600 0.111 0.091 0.048
H -6.455 0.388 1.024 0.014 -0.022 0.154
H -5.098 0.234 0.147 0.121 -0.186 0.174
C 5.982 0.909 -1.647 0.429 -0.048 0.217
C 4.764 0.011 -1.905 -0.080 0.168 -0.021
C 4.634 -0.644 -3.285 0.010 -0.093 0.061
F 4.529 0.289 -4.253 0.052 0.055 -0.042
F 3.517 -1.398 -3.301 -0.015 -0.008 -0.018
F 3.630 0.663 -1.596 -0.005 0.021 -0.015
F 4.904 -1.037 -1.040 0.019 -0.053 0.029
O 5.799 2.305 -1.784 -0.520 -0.031 -0.090
C 6.028 2.966 -2.952 0.150 0.028 0.141
C 4.760 3.652 -3.484 0.007 0.056 0.051
F 3.783 2.754 -3.686 -0.006 -0.009 -0.005
F 5.057 4.240 -4.666 -0.008 0.036 -0.030
F 6.591 2.182 -3.884 -0.021 -0.110 -0.141
F 6.909 3.964 -2.687 0.072 0.023 -0.033
H 6.194 0.774 -0.588 0.009 -0.008 -0.010
H 6.851 0.559 -2.205 -0.098 -0.030 -0.089
H 5.498 -1.282 -3.488 0.007 0.009 -0.010
H 4.423 4.409 -2.774 -0.012 -0.003 0.008
C -0.800 2.757 4.249 -0.361 0.135 0.308
C -0.678 2.339 2.778 0.147 0.018 0.021
C -0.674 0.841 2.459 -0.232 -0.076 -0.009
F 0.390 0.236 3.029 0.084 0.014 0.075
F -0.586 0.685 1.124 0.075 0.061 -0.059
F 0.387 2.942 2.210 0.025 -0.004 0.002
F -1.804 2.822 2.176 -0.032 0.028 -0.023
O 0.397 3.089 4.933 0.330 -0.046 -0.439
C 1.123 2.176 5.634 -0.147 0.108 0.097
C 2.552 2.037 5.086 0.016 0.065 0.021
F 2.537 1.670 3.794 -0.018 -0.017 -0.020
F 3.196 1.084 5.797 0.039 -0.016 0.020
F 0.511 0.988 5.726 -0.017 -0.144 -0.063
F 1.261 2.654 6.899 -0.009 -0.023 0.107
H -1.352 3.694 4.219 -0.010 -0.015 0.011
H -1.399 2.040 4.811 0.068 -0.093 -0.082
H -1.595 0.368 2.809 0.004 -0.024 0.003
H 3.079 2.987 5.191 0.001 0.011 -0.007
```
Positions in Å, forces in eV/Å.

Results
Charge: -1
Spin multiplicity: 1
Frontier orbital gap, eV: 7.79
HOMO level, eV: -5.98

---

Please write out number 1 again, unchanged.
# C16H23CaClN2O4S

A molecular structure, C16H23CaClN2O4S at a distorted geometry (ωB97M-V/def2-TZVPD, the Open Molecules 2025 dataset).

Structure (XYZ):
```
48
Properties=species:S:1:pos:R:3:forces:R:3
Ca 0.000 0.000 0.000 -0.899 0.604 0.398
C 1.659 2.141 -4.369 -0.073 0.049 -0.056
C 2.222 2.397 -2.977 -0.044 0.067 -0.138
C 3.497 1.601 -2.705 -0.234 -0.051 0.485
N 3.257 0.162 -2.652 0.043 -0.281 0.543
C 2.928 -0.582 -1.555 0.055 -0.797 -1.734
S 2.724 0.000 0.000 0.701 0.508 0.569
N 2.734 -1.939 -1.751 -0.180 0.809 0.919
C 2.795 -2.810 -2.836 1.878 0.754 -2.470
O 2.014 -3.755 -2.915 -1.533 -1.002 0.442
C 3.795 -2.593 -3.908 -1.364 0.247 1.923
C 5.091 -2.148 -3.620 1.236 0.665 -0.576
C 6.007 -1.960 -4.657 -0.477 -0.101 0.536
C 5.637 -2.233 -5.974 0.568 0.165 -0.410
C 4.354 -2.702 -6.260 -0.694 -0.237 0.665
C 3.434 -2.888 -5.228 0.478 -0.365 -1.489
H 0.780 2.769 -4.541 0.059 -0.138 -0.020
H 1.354 1.097 -4.491 0.003 0.081 -0.038
H 2.399 2.376 -5.140 -0.027 -0.047 -0.037
H 1.454 2.162 -2.231 0.215 0.096 0.153
H 2.447 3.466 -2.884 0.010 -0.082 0.117
H 3.953 1.934 -1.767 -0.143 -0.224 -0.039
H 4.229 1.770 -3.502 -0.045 -0.024 -0.001
H 3.137 -0.270 -3.558 0.144 -0.428 0.117
H 2.209 -2.349 -0.987 0.307 -0.020 0.091
H 5.397 -1.949 -2.596 -0.144 -0.029 -0.107
H 7.012 -1.610 -4.437 -0.097 -0.060 0.002
H 6.354 -2.092 -6.780 -0.066 -0.002 0.091
H 4.074 -2.930 -7.286 -0.004 0.057 0.104
H 2.439 -3.267 -5.453 0.167 0.090 0.205
C -3.573 -1.750 -0.912 -0.282 -0.911 -0.027
O -2.952 -1.294 0.262 -1.093 -0.573 -0.131
C -2.480 0.000 0.000 1.051 1.092 -0.116
C -3.010 0.972 1.038 0.168 -0.205 -0.272
H -3.956 -2.775 -0.729 0.148 0.293 0.046
H -2.846 -1.818 -1.753 -0.439 0.324 0.260
H -4.449 -1.116 -1.178 0.599 -0.224 -0.100
H -4.120 0.978 1.017 0.181 0.070 0.219
H -2.636 1.991 0.808 -0.182 -0.520 0.177
H -2.659 0.674 2.047 -0.299 0.220 -0.171
Cl 1.935 2.939 2.597 0.282 0.161 0.038
C 0.274 2.348 2.325 -0.419 0.159 1.157
C 0.045 1.009 3.029 -0.433 1.004 2.202
O -0.136 1.070 4.280 0.287 -0.730 -1.848
O 0.000 0.000 2.265 0.165 -0.448 0.020
H 0.127 2.254 1.245 0.262 0.242 0.095
H -0.423 3.100 2.706 0.215 -0.075 0.185
H 0.000 2.106 0.000 -0.052 -0.182 -1.978
```
Positions in Å, forces in eV/Å.

Results
Charge: -2
Spin multiplicity: 1
Frontier orbital gap (alpha / beta), eV: 4.28 / 4.90
HOMO level (alpha / beta), eV: 0.35 / -0.30

---

> The highest charge belongs to which entry?

C16H23DyIN8S